Below is the molecule C5H13NS in a non-equilibrium geometry, with properties calculated with wB97M-V/def2-TZVPD.

Structure (XYZ):
```
20
Properties=species:S:1:pos:R:3:forces:R:3:mulliken_charge:R:1
C -0.23677 -1.20957 -1.47612 -0.86 1.61 1.75 -0.76
C -0.10773 -2.40236 -0.54528 -0.86 0.77 0.92 -0.54
S 1.50777 -3.28273 -0.69797 -0.24 0.32 0.78 -0.22
C 0.28149 0.18018 -0.96750 1.66 -2.59 0.39 -0.44
N -0.29553 0.66842 0.23995 -1.47 1.70 0.48 -0.29
C 0.26627 1.94116 0.72327 -1.52 -0.78 2.25 -0.35
C -0.48402 2.36115 2.04234 -1.39 -0.48 0.17 -1.11
H -1.31104 -0.95032 -1.47680 0.08 -0.66 -1.01 0.34
H 0.26268 -1.37183 -2.41262 -0.38 -0.18 -0.70 0.37
H -0.41726 -1.97740 0.49387 1.48 -1.16 -1.23 0.21
H -0.93231 -3.09437 -0.72086 0.26 -0.21 -0.27 0.33
H 1.49654 -3.55738 -2.01810 -0.40 0.22 0.20 0.12
H 1.34869 0.03591 -0.73183 0.35 0.31 -0.85 0.34
H 0.12951 0.76970 -1.87119 0.07 0.84 0.52 0.25
H -0.53811 0.08362 1.03731 0.45 -0.30 -0.84 0.23
H 1.28457 1.82129 1.06135 0.86 0.19 -0.66 0.29
H 0.07941 2.70674 -0.00782 0.54 0.31 -0.42 0.31
H 0.02450 2.78280 2.91338 0.73 0.37 -0.73 0.35
H -1.37680 2.97064 1.86912 0.35 0.35 -0.35 0.26
H -0.98187 1.52435 2.54550 0.29 -0.63 -0.39 0.31
```
Positions in Å, forces in eV/Å.

As for the spin multiplicity: 1. The SMILES is CCNCCCS. The value obtained for the frontier orbital gap is 0.347 Eh. The net charge is 0.

Below is a structure of composition C6H12O12V in a non-equilibrium geometry, with properties calculated with wB97M-V/def2-TZVPD.

Structure (XYZ):
```
31
Properties=species:S:1:pos:R:3:forces:R:3:mulliken_charge:R:1
O 21.38029 1.96603 10.54100 -1.15 0.17 0.60 -0.89
V 19.96497 2.68820 10.93374 1.40 1.02 -2.57 1.36
O 19.53146 3.64980 9.60829 -0.05 -1.17 1.93 -1.07
C 16.72847 0.15148 14.00376 0.38 6.50 2.35 0.75
O 16.48876 0.32399 15.21651 -6.52 -1.54 5.90 -0.64
O 16.60536 1.04472 13.21368 -5.87 2.95 -7.08 -0.64
O 17.87632 -0.09270 14.12427 11.87 -7.92 -1.21 -0.51
C 21.90813 4.76682 14.76251 -1.95 -2.88 -0.62 0.68
O 21.57599 3.59563 14.97522 -0.50 -4.48 1.55 -0.64
O 21.61804 5.12072 13.64664 -1.06 2.61 -6.56 -0.62
O 22.33339 5.49461 15.58357 3.46 4.78 5.62 -0.71
C 15.04074 5.83471 1.91358 1.00 1.05 0.48 -0.47
C 16.14810 5.86715 3.01534 0.45 -0.59 1.87 -0.59
O 16.01919 6.89841 4.07292 -1.24 0.43 -2.01 -0.49
O 13.73395 5.46432 2.27815 -0.14 -0.06 0.12 -0.43
H 15.26448 5.23988 1.02801 0.69 -0.76 0.52 0.34
H 15.10088 6.81262 1.43592 -0.59 0.71 0.36 0.24
H 17.15353 5.95837 2.60439 -0.17 0.27 -0.66 0.34
H 16.22443 4.95767 3.61126 -0.46 -0.58 -0.49 0.36
H 16.48200 6.72081 4.89504 0.21 -0.72 -0.27 0.31
H 13.57582 5.56040 3.22015 0.26 0.24 0.12 0.32
C 24.11300 4.33618 4.86132 0.19 -0.62 -1.67 -0.37
C 24.11167 3.29423 5.93501 0.13 0.16 -0.30 -0.28
O 25.08190 2.31372 5.74437 1.28 -0.76 -0.23 -0.52
O 23.75521 3.72006 3.56603 -0.16 0.61 0.56 -0.56
H 25.09976 4.69421 4.56772 0.22 0.09 0.79 0.23
H 23.51318 5.17778 5.20776 -0.42 0.06 -0.54 0.32
H 23.17161 2.74565 5.87629 -0.60 0.72 0.84 0.28
H 24.36369 3.81062 6.86126 -0.60 -0.36 0.35 0.30
H 24.74099 1.69028 5.09885 0.10 0.03 -0.06 0.30
H 22.80521 3.63918 3.45404 -0.16 0.07 0.32 0.30
```
Positions in Å, forces in eV/Å.

As for the spin multiplicity: 1. The value obtained for the frontier orbital gap is 0.038 Eh. The net charge is -3.

Below is a structure of composition C15H17BrIMoN4S2 in a non-equilibrium geometry, with properties calculated with wB97M-V/def2-TZVPD.

Structure (XYZ):
```
41
Properties=species:S:1:pos:R:3:forces:R:3:mulliken_spin:R:1
Mo -0.17285 -0.03571 -0.47488 0.02 1.06 -0.01 2.07
N 3.10745 1.61096 2.06617 0.16 0.10 -0.01 -0.02
C 2.09835 0.94835 1.55078 -0.49 -0.35 -0.57 0.02
S 1.94383 0.85096 -0.24888 -0.42 -0.21 -0.05 -0.09
N 1.21945 0.31668 2.26096 0.29 0.26 0.97 -0.02
N 0.27546 -0.34376 1.57766 -0.16 -0.32 0.01 -0.08
C -0.37907 -1.26930 2.21267 0.29 0.31 -0.08 0.07
C -1.34413 -2.00550 1.43373 -0.25 -0.20 -0.03 0.01
C -2.16059 -3.01237 1.91454 0.24 0.23 0.05 0.02
C -3.03173 -3.64728 1.03296 -0.06 0.02 -0.27 0.02
C -3.05135 -3.25830 -0.30153 -0.04 -0.08 0.17 0.00
C -2.19767 -2.25750 -0.72582 -0.01 -0.09 -0.06 0.04
N -1.36155 -1.62899 0.12436 -0.21 -0.63 -0.22 0.03
H 3.80134 2.06911 1.49567 0.00 0.01 -0.03 0.00
H 3.25049 1.61252 3.06833 -0.04 -0.02 0.03 0.00
H -0.15786 -1.47482 3.25375 -0.01 0.01 0.03 0.00
H -2.11178 -3.29681 2.95772 0.01 0.01 0.00 0.00
H -3.68450 -4.43895 1.37822 0.01 0.01 0.04 0.00
H -3.71775 -3.72576 -1.01335 0.02 -0.01 0.00 0.00
H -2.18039 -1.95099 -1.76442 0.02 0.05 0.02 -0.01
C -2.14037 1.84939 1.85092 0.04 -0.11 0.13 0.02
S -2.05383 1.55800 0.06903 0.75 -0.22 -0.21 -0.09
C -1.53725 3.18197 -0.54130 -0.02 0.15 -0.05 0.00
H -1.15672 2.04916 2.26935 0.01 0.01 -0.03 0.00
H -2.59414 0.97177 2.30695 0.00 0.01 0.00 0.00
H -2.79546 2.70669 2.00447 -0.04 -0.01 -0.09 0.00
H -2.39444 3.84918 -0.44935 -0.04 -0.06 0.04 0.00
H -1.27675 3.09490 -1.59394 0.01 -0.02 0.01 0.00
H -0.70194 3.56012 0.04277 0.03 -0.04 -0.02 0.00
Br -0.98638 1.57268 -6.30710 0.08 -0.19 -0.03 0.01
C 0.02011 -0.01691 -6.16403 -0.29 0.46 0.18 0.00
C 0.43868 -0.67054 -7.31497 0.08 -0.10 0.01 0.00
C 1.20009 -1.82727 -7.22458 -0.04 0.05 0.03 0.00
C 1.56317 -2.33904 -5.98720 0.01 0.02 -0.02 0.00
C 1.15061 -1.71013 -4.81979 0.12 -0.15 0.25 0.00
C 0.38643 -0.57141 -4.94599 0.05 -0.19 -0.07 0.01
I -0.34486 0.48097 -3.19259 -0.07 0.18 -0.12 -0.01
H 0.16652 -0.25997 -8.27792 -0.01 0.01 0.00 0.00
H 1.51225 -2.32799 -8.13085 0.02 0.01 0.00 0.00
H 2.17568 -3.22746 -5.91775 -0.02 -0.01 0.01 0.00
H 1.44436 -2.11504 -3.86127 -0.04 0.04 0.01 0.00
```
Positions in Å, forces in eV/Å.

As for the spin multiplicity: 3. The value obtained for the frontier orbital gap (alpha / beta) is 0.165 / 0.175 Eh. The net charge is +3.

The ΔE to the lowest compared entry with this formula, charge and spin results, record by record, are as follows: 144.6, 842.1, 144.5 kJ/mol.